No. 1
{
  "formula": "C52H48BeGeN3O2SSb",
  "method": "ωB97M-V/def2-TZVPD",
  "symbols": ["Be", "C", "C", "C", "C", "N", "C", "C", "C", "C", "C", "C", "C", "H", "H", "H", "H", "H", "H", "H", "H", "O", "C", "O", "C", "C", "Ge", "C", "C", "C", "C", "C", "C", "C", "C", "C", "C", "C", "C", "C", "C", "C", "C", "C", "C", "H", "H", "H", "H", "H", "H", "H", "H", "H", "H", "H", "H", "H", "H", "H", "H", "H", "H", "H", "C", "C", "C", "C", "C", "C", "Sb", "C", "C", "C", "C", "C", "C", "C", "C", "C", "C", "C", "C", "H", "H", "H", "H", "H", "H", "H", "H", "H", "H", "H", "H", "H", "H", "H", "C", "N", "C", "N", "S", "H", "H", "H", "H", "H", "H"],
  "positions_angstrom": [[0.80, 0.73, 1.34], [3.95, 2.09, 3.34], [3.48, 1.86, 4.64], [2.30, 1.14, 4.83], [1.57, 0.69, 3.74], [1.97, 1.06, 2.49], [3.15, 1.68, 2.29], [0.39, -0.17, 3.69], [-0.30, -0.70, 4.78], [-1.40, -1.51, 4.54], [-1.67, -1.96, 3.23], [-1.00, -1.37, 2.15], [-0.05, -0.39, 2.36], [4.95, 2.50, 3.14], [4.03, 2.24, 5.51], [1.93, 0.93, 5.84], [3.44, 1.92, 1.27], [-0.04, -0.50, 5.82], [-2.05, -1.84, 5.35], [-2.41, -2.73, 3.08], [-1.28, -1.60, 1.12], [-0.73, 2.58, 1.49], [-0.06, 2.66, 0.43], [0.78, 1.64, 0.08], [-0.07, 3.86, -0.50], [-1.54, 4.42, -0.62], [-2.84, 3.07, -1.28], [-2.33, 2.20, -2.96], [-1.38, 2.77, -3.81], [-1.09, 2.13, -5.02], [-1.71, 0.93, -5.38], [-2.74, 0.43, -4.55], [-3.05, 1.08, -3.39], [-3.71, 2.06, 0.15], [-3.60, 0.67, 0.24], [-4.16, -0.01, 1.30], [-4.76, 0.69, 2.36], [-4.86, 2.08, 2.28], [-4.35, 2.75, 1.18], [-4.25, 4.23, -1.99], [-5.58, 3.93, -1.74], [-6.58, 4.68, -2.34], [-6.24, 5.71, -3.24], [-4.89, 6.01, -3.46], [-3.88, 5.28, -2.82], [0.40, 3.64, -1.46], [0.58, 4.65, -0.11], [-1.61, 5.25, -1.32], [-1.84, 4.79, 0.37], [-0.87, 3.69, -3.53], [-0.37, 2.58, -5.69], [-1.40, 0.42, -6.28], [-3.31, -0.47, -4.81], [-3.88, 0.75, -2.73], [-3.12, 0.12, -0.56], [-4.06, -1.08, 1.35], [-5.12, 0.17, 3.24], [-5.34, 2.65, 3.08], [-4.39, 3.84, 1.16], [-5.84, 3.10, -1.07], [-7.61, 4.45, -2.11], [-7.04, 6.22, -3.77], [-4.58, 6.80, -4.17], [-2.83, 5.57, -2.98], [6.04, -3.86, -2.00], [4.81, -4.53, -2.06], [3.64, -3.96, -1.54], [3.69, -2.73, -0.85], [4.92, -2.07, -0.79], [6.07, -2.63, -1.34], [1.97, -2.04, 0.33], [2.83, -2.62, 2.27], [2.07, -3.20, 3.28], [2.53, -3.19, 4.61], [3.77, -2.63, 4.93], [4.56, -2.14, 3.89], [4.09, -2.14, 2.58], [0.90, -3.93, 0.22], [1.36, -5.10, 0.85], [0.58, -6.25, 0.79], [-0.59, -6.33, 0.01], [-0.98, -5.20, -0.68], [-0.26, -4.00, -0.54], [6.91, -4.31, -2.46], [4.74, -5.52, -2.54], [2.69, -4.49, -1.68], [4.98, -1.11, -0.26], [7.05, -2.14, -1.17], [1.09, -3.64, 3.07], [1.94, -3.68, 5.38], [4.11, -2.57, 5.97], [5.57, -1.73, 4.08], [4.73, -1.77, 1.75], [2.31, -5.14, 1.39], [0.89, -7.15, 1.33], [-1.12, -7.27, -0.04], [-1.85, -5.15, -1.33], [-0.57, -3.08, -1.04], [2.45, 1.13, -3.67], [1.40, 0.68, -2.78], [0.89, -0.56, -2.78], [1.39, -1.43, -3.69], [-0.42, -0.96, -1.77], [2.49, 2.23, -3.57], [2.19, 0.93, -4.71], [3.45, 0.74, -3.47], [1.29, 1.17, -1.88], [2.36, -1.31, -4.02], [1.05, -2.38, -3.66]],
  "total_energy_ev": -137560.718,
  "de_lowest_kcal_mol": 0.0,
  "homo_lumo_gap_ev": 7.24,
  "lumo_ev": -0.170
}

No. 2
{
  "formula": "C2H6Cl2P2",
  "method": "ωB97M-V/def2-TZVPD",
  "symbols": ["C", "C", "P", "P", "Cl", "Cl", "H", "H", "H", "H", "H", "H"],
  "positions_angstrom": [[0.21, -0.56, -0.92], [0.32, 0.58, -0.01], [-0.72, 0.91, 1.40], [-0.69, 4.03, -0.84], [-1.38, 4.30, 1.02], [1.35, 4.17, -0.80], [-0.80, -0.56, -1.52], [0.34, -1.52, -0.39], [1.05, -0.44, -1.70], [1.01, 1.35, -0.22], [-0.87, -0.33, 2.31], [0.37, 1.30, 2.01]],
  "total_energy_ev": -45791.188,
  "de_lowest_kcal_mol": 57.8,
  "homo_lumo_gap_ev": [6.16, 8.45],
  "lumo_ev": [-1.268, 0.117]
}

No. 3
{
  "formula": "C25H66CrN6O9",
  "method": "ωB97M-V/def2-TZVPD",
  "symbols": ["Cr", "C", "O", "O", "O", "C", "C", "C", "O", "C", "N", "H", "H", "H", "H", "H", "H", "H", "H", "H", "H", "H", "C", "C", "C", "O", "C", "N", "H", "H", "H", "H", "H", "H", "H", "H", "H", "H", "H", "C", "C", "C", "O", "C", "N", "H", "H", "H", "H", "H", "H", "H", "H", "H", "H", "H", "C", "C", "C", "O", "C", "N", "H", "H", "H", "H", "H", "H", "H", "H", "H", "H", "H", "C", "C", "C", "O", "C", "N", "H", "H", "H", "H", "H", "H", "H", "H", "H", "H", "H", "C", "C", "C", "O", "C", "N", "H", "H", "H", "H", "H", "H", "H", "H", "H", "H", "H"],
  "positions_angstrom": [[11.05, 4.85, -3.39], [13.06, 4.29, -2.40], [12.51, 5.38, -2.10], [12.98, 4.30, -3.62], [12.11, 3.62, -2.13], [13.57, 7.81, -4.14], [12.06, 7.80, -3.87], [11.37, 9.08, -4.31], [10.02, 9.05, -3.95], [9.23, 10.11, -4.51], [11.36, 6.63, -4.59], [14.09, 6.86, -3.96], [14.14, 8.42, -3.43], [13.71, 8.18, -5.16], [11.95, 7.66, -2.80], [11.44, 9.18, -5.39], [11.86, 10.00, -3.98], [9.26, 9.91, -5.58], [9.55, 11.14, -4.33], [8.19, 10.02, -4.21], [11.84, 6.43, -5.46], [10.65, 7.21, -5.01], [12.83, -0.49, -1.87], [13.19, 0.18, -0.54], [14.57, 0.74, -0.45], [14.79, 1.23, 0.89], [16.07, 1.66, 1.17], [12.20, 1.23, -0.38], [11.78, -0.77, -1.88], [13.48, -1.36, -1.97], [13.00, 0.15, -2.74], [13.10, -0.54, 0.27], [14.75, 1.60, -1.09], [15.25, -0.08, -0.70], [16.40, 2.53, 0.59], [16.81, 0.86, 1.15], [15.98, 2.03, 2.19], [12.37, 1.93, -1.10], [12.55, 1.77, 0.40], [11.05, 1.71, -4.81], [9.83, 2.63, -5.00], [8.87, 2.67, -3.82], [9.51, 3.29, -2.68], [9.10, 2.72, -1.41], [10.32, 3.95, -5.21], [11.66, 1.77, -5.71], [10.80, 0.65, -4.73], [11.68, 1.98, -3.97], [9.25, 2.34, -5.88], [8.59, 1.65, -3.59], [7.95, 3.20, -4.05], [8.15, 3.17, -1.10], [9.80, 2.79, -0.58], [8.85, 1.66, -1.53], [9.45, 4.28, -5.62], [10.96, 3.94, -6.00], [13.36, 3.99, 1.78], [11.85, 4.04, 2.04], [11.45, 4.43, 3.50], [11.83, 3.39, 4.29], [11.32, 3.55, 5.66], [11.36, 5.02, 1.11], [13.61, 4.04, 0.72], [13.83, 3.14, 2.28], [13.92, 4.87, 2.13], [11.43, 3.04, 1.95], [10.38, 4.56, 3.61], [12.05, 5.28, 3.83], [11.93, 4.32, 6.12], [11.31, 2.61, 6.22], [10.29, 3.89, 5.70], [11.78, 5.93, 1.27], [11.55, 4.72, 0.16], [15.65, 7.17, -0.67], [14.59, 7.47, 0.36], [14.96, 8.50, 1.37], [16.29, 8.37, 1.83], [16.81, 9.44, 2.60], [13.37, 7.87, -0.28], [16.49, 6.74, -0.13], [15.95, 8.09, -1.17], [15.30, 6.53, -1.48], [14.43, 6.50, 0.84], [14.31, 8.25, 2.21], [14.70, 9.53, 1.13], [17.60, 8.98, 3.20], [16.04, 9.83, 3.27], [17.26, 10.22, 1.99], [13.06, 7.08, -0.82], [12.64, 7.93, 0.41], [16.81, 3.31, -2.77], [16.53, 3.08, -4.25], [15.80, 1.73, -4.47], [16.52, 0.65, -3.95], [16.02, -0.62, -4.40], [15.86, 4.18, -4.85], [17.45, 2.51, -2.39], [15.95, 3.37, -2.10], [17.33, 4.26, -2.63], [17.46, 2.97, -4.81], [15.62, 1.59, -5.53], [14.81, 1.73, -4.01], [14.99, -0.66, -4.06], [16.57, -1.49, -4.04], [15.98, -0.87, -5.47], [15.47, 3.90, -5.74], [14.99, 4.27, -4.34]],
  "total_energy_ev": -82773.765,
  "s2": 6.20,
  "multiplicity": 5,
  "homo_lumo_gap_ev": [6.29, 6.41],
  "lumo_ev": [-0.295, -0.351]
}